Run a
Density functional theory data (the ωB97M-V functional and the def2-TZVPD basis) for an isolated ion of composition C8H8N3 and charge +1.

```
19
C8H8N3 (the ωB97M-V functional and the def2-TZVPD basis)
C -2.780 0.868 0.491
C -1.648 0.225 -0.160
N -0.714 1.042 -0.652
C 0.444 1.390 -0.531
C 1.708 1.684 -0.304
C 2.742 0.615 -0.055
N 2.490 -0.551 0.393
C 1.225 -0.986 0.719
C 0.623 -1.771 -0.226
C -0.704 -2.009 -0.455
N -1.620 -1.067 -0.322
H -3.372 0.116 1.122
H -3.266 1.380 -0.244
H -2.266 1.579 1.220
H 2.193 2.601 -0.467
H 3.854 0.764 -0.243
H 0.767 -0.626 1.570
H 1.293 -2.415 -0.792
H -0.969 -2.839 -1.064
```

- lowest unoccupied orbital energy (eV) = -5.5947
- net charge = +1
- SMILES string = CC1=[N+]=C=C\C=N/C=C/C=N\1
- orbital gap (hartree) = 0.289
- HOMO level (eV) = -13.448

Löwdin population analysis, charges in e, atoms 1 to 2: 0.03, -0.36

Run b
Density functional theory data (the ωB97M-V functional and the def2-TZVPD basis) for an isolated ion of composition C8H8N3 and charge +1.

```
19
C8H8N3 (the ωB97M-V functional and the def2-TZVPD basis)
C -3.449 -0.374 -0.120
C -2.141 0.171 -0.149
C -0.839 -0.504 0.048
N -0.574 -1.836 0.247
N 0.666 -2.053 0.150
C 1.461 -0.904 -0.101
N 2.762 -0.673 -0.082
C 3.133 0.578 -0.189
C 2.301 1.675 0.032
C 0.922 1.425 0.199
C 0.465 0.154 -0.054
H -3.974 0.234 0.674
H -3.304 -1.438 0.197
H -3.810 -0.465 -1.170
H -2.118 1.243 -0.456
H 1.121 -2.901 0.466
H 4.261 0.622 -0.269
H 2.702 2.741 -0.018
H 0.415 2.303 0.593
```

- lowest unoccupied orbital energy (spin up / spin down) (eV) = -6.3654 / -6.3660
- net charge = +1
- SMILES string = C/C=C1\N=[NH+]c2ncccc21
- orbital gap (spin up / spin down) (hartree) = 0.269 / 0.269
- HOMO level (spin up / spin down) (eV) = -13.684 / -13.684

Löwdin population analysis, charges in e, atoms 1 to 2: -0.06, 0.06

Most stable: run b

Run a
Density functional theory data (the ωB97M-V functional and the def2-TZVPD basis) for a 4-piece molecular cluster, C3H12O4 overall.

```
19
C3H12O4 (the ωB97M-V functional and the def2-TZVPD basis)
C -0.415 1.942 2.797
C 0.399 0.822 2.217
C -0.199 -0.018 1.324
O 0.581 -0.891 0.530
H -0.045 2.915 2.517
H -0.393 1.976 3.936
H -1.460 1.898 2.342
H 1.502 0.932 2.247
H -1.095 0.254 0.820
H 0.063 -1.682 0.263
O -1.059 -2.243 -1.058
H -0.683 -1.521 -1.581
H -1.758 -2.621 -1.627
O 1.569 0.615 -1.478
H 1.157 1.482 -1.714
H 1.773 0.666 -0.515
O -0.729 -0.078 -2.778
H 0.184 0.254 -2.711
H -0.849 -0.255 -3.732
```

- lowest unoccupied orbital energy (eV) = 0.4892
- net charge = 0
- SMILES string = C/C=C/O.O.O.O
- orbital gap (hartree) = 0.334
- HOMO level (eV) = -8.607

Löwdin population analysis, charges in e, atoms 1 to 2: -0.14, -0.16

Run b
Density functional theory data (the ωB97M-V functional and the def2-TZVPD basis) for a 4-piece molecular cluster, C3H12O4 overall.

```
19
C3H12O4 (the ωB97M-V functional and the def2-TZVPD basis)
C -2.801 -1.240 0.719
C -1.588 -1.194 -0.167
C -0.957 -0.084 -0.497
O 0.052 -0.116 -1.443
H -3.270 -0.261 0.839
H -2.563 -1.447 1.766
H -3.501 -1.981 0.352
H -1.240 -2.175 -0.464
H -1.124 0.863 -0.001
H 0.018 0.757 -1.822
O 1.171 2.291 -1.170
H 1.571 2.047 -0.303
H 0.873 3.201 -1.042
O 2.207 -1.215 0.242
H 1.711 -1.009 -0.575
H 1.430 -1.620 0.663
O 2.473 1.393 1.126
H 3.283 1.351 0.606
H 2.256 0.436 1.171
```

- lowest unoccupied orbital energy (eV) = 0.7179
- net charge = 0
- SMILES string = C/C=C/O.O.O.O
- orbital gap (hartree) = 0.355
- HOMO level (eV) = -8.938

Löwdin population analysis, charges in e, atoms 1 to 2: -0.11, -0.15

Most stable: run b

Run a
Density functional theory data (the ωB97M-V functional and the def2-TZVPD basis) for the molecule C9H18N2O3.

```
32
C9H18N2O3 (the ωB97M-V functional and the def2-TZVPD basis)
C 2.935 -1.872 -0.842
C 2.134 -0.642 -0.781
C 1.661 -0.134 0.598
C 0.893 -1.212 1.331
C 0.844 1.077 0.545
N -0.500 0.983 -0.245
C -1.569 0.902 0.546
O -1.592 1.050 1.786
C -2.919 0.644 -0.166
C -2.980 -0.685 0.369
N -2.679 0.339 -1.558
C 1.612 2.354 0.143
O 2.753 2.582 0.535
O 0.810 3.071 -0.782
H 2.562 -2.667 -1.825
H 4.123 -1.512 -0.660
H 2.624 -2.438 0.255
H 1.263 -0.659 -1.394
H 2.637 0.227 -1.216
H 2.595 0.015 1.056
H 1.728 -1.906 1.553
H -0.080 -1.830 1.035
H 0.702 -0.920 2.442
H 0.251 1.114 1.588
H -0.761 0.568 -1.240
H -3.608 1.353 -0.028
H -3.695 -1.491 -0.275
H -3.718 -0.442 1.428
H -1.992 -1.313 0.645
H -3.458 -0.229 -1.839
H -2.505 1.248 -2.128
H -0.071 2.425 -0.877
```

- lowest unoccupied orbital energy (eV) = 0.3617
- net charge = 0
- SMILES string = CC[C@H](C)[C@H](NC(=O)[C@H](C)N)C(=O)O
- orbital gap (hartree) = 0.377
- HOMO level (eV) = -9.901

Löwdin population analysis, charges in e, atoms 1 to 2: -0.13, -0.32

Run b
Density functional theory data (the ωB97M-V functional and the def2-TZVPD basis) for the molecule C9H18N2O3.

```
32
C9H18N2O3 (the ωB97M-V functional and the def2-TZVPD basis)
C 3.278 -0.506 0.266
C 2.032 0.152 0.871
C 2.465 0.929 2.091
C 1.319 1.141 -0.030
C -0.054 1.553 0.306
N -0.101 2.656 1.169
C -0.964 0.522 0.914
O -1.281 0.704 2.076
N -1.297 -0.574 0.300
C -0.578 -1.294 -0.771
C -0.802 -2.780 -0.522
C -1.266 -0.899 -2.047
O -0.896 -1.061 -3.192
O -2.563 -0.469 -1.893
H 3.744 0.224 -0.342
H 3.978 -1.004 0.942
H 3.062 -1.306 -0.467
H 1.207 -0.632 1.198
H 1.777 0.629 2.932
H 3.516 0.813 2.239
H 2.354 2.069 1.978
H 1.952 2.049 -0.059
H 1.378 0.756 -1.031
H -0.516 1.792 -0.670
H -0.744 3.299 0.740
H -0.431 2.278 1.992
H -1.595 -1.198 1.065
H 0.583 -1.106 -0.766
H -0.331 -3.344 -1.392
H -0.346 -3.000 0.459
H -1.891 -3.036 -0.512
H -2.566 -0.158 -0.983
```

- lowest unoccupied orbital energy (eV) = 0.5542
- net charge = 0
- SMILES string = CC(C)C[C@H](N)C(=O)N[C@@H](C)C(=O)O
- orbital gap (hartree) = 0.372
- HOMO level (eV) = -9.567

Löwdin population analysis, charges in e, atoms 1 to 2: -0.07, -0.43

Most stable: run b

Run a
Density functional theory data (the ωB97M-V functional and the def2-TZVPD basis) for C3HFO2Yb as an isolated structure.

```
8
C3HFO2Yb (the ωB97M-V functional and the def2-TZVPD basis)
F -0.348 1.726 1.070
O 0.215 -1.178 0.570
O 1.996 -1.113 -0.820
C -0.897 -0.486 0.300
C -1.779 -0.351 -0.563
C 1.495 -0.668 0.192
H -2.582 0.337 -0.795
Yb 1.900 1.734 0.046
```

- lowest unoccupied orbital energy (spin up / spin down) (eV) = -5.7413 / -7.6628
- net charge = +1
- spin multiplicity = 2
- orbital gap (spin up / spin down) (hartree) = 0.306 / 0.218
- HOMO level (spin up / spin down) (eV) = -14.078 / -13.585
- ⟨S²⟩ = 0.777

Löwdin population analysis, charges in e, atoms 1 to 2: -0.57, 0.02

Run b
Density functional theory data (the ωB97M-V functional and the def2-TZVPD basis) for C3HFO2Yb as an isolated structure.

```
8
C3HFO2Yb (the ωB97M-V functional and the def2-TZVPD basis)
F -0.299 0.254 1.263
O 1.087 0.394 -0.439
O -0.868 1.573 -0.486
C 1.105 -0.899 -0.309
C 0.975 -2.044 0.070
C 0.081 1.122 0.238
H 0.808 -3.088 0.256
Yb -2.890 2.688 -0.593
```

- lowest unoccupied orbital energy (spin up / spin down) (eV) = -6.8592 / -7.0403
- net charge = +1
- spin multiplicity = 2
- orbital gap (spin up / spin down) (hartree) = 0.142 / 0.167
- HOMO level (spin up / spin down) (eV) = -10.710 / -11.576
- ⟨S²⟩ = 0.756

Löwdin population analysis, charges in e, atoms 1 to 2: 0.02, 0.03

Most stable: run b